# 1
This record from the OMol25 dataset describes C2H4N2O2S2 in the gas phase. The level of theory is wB97M-V/def2-TZVPD.

Geometry as XYZ:
```
12
Properties=species:S:1:pos:R:3:forces:R:3
O -2.42619 1.51169 0.05476 3.0 2.1 -0.3
N -0.84692 1.62708 0.02115 -2.0 -0.8 0.1
C -0.29744 0.28358 -0.05170 -4.3 0.0 0.2
N -0.68676 -0.90828 0.03759 -1.4 0.1 -0.4
S -2.40638 -1.36128 -0.04437 1.2 1.9 0.7
O 0.92464 0.60705 -0.21625 6.5 0.8 -0.8
C 1.90802 -0.30843 0.01086 -1.6 -3.1 2.1
S 3.48888 -0.18811 0.05913 0.3 0.9 -0.6
H -2.68248 1.91441 0.91795 0.7 -0.1 -0.7
H -0.28024 2.28789 -0.66359 -2.7 -1.4 1.2
H -2.69193 0.04892 0.21458 -0.5 -2.3 -0.5
H 1.41924 -1.29330 0.42055 0.8 1.9 -1.1
```
Forces are in eV/Å.

Its HOMO-LUMO gap is 8.256 eV. The value obtained for the energy is -1134.78971 Ha. As for the SMILES: ON/C(=N\S)OC=S.

# 2
This record from the OMol25 dataset describes C20H16N4O2S in the gas phase. The level of theory is wB97M-V/def2-TZVPD.

Geometry as XYZ:
```
43
Properties=species:S:1:pos:R:3:forces:R:3
C -0.66478 -2.41085 -5.38977 0.0 0.0 -0.1
C -0.52520 -1.47673 -4.46948 0.1 0.1 0.2
C 0.73931 -1.26492 -3.69104 0.1 0.0 -0.4
N 0.53943 -1.59313 -2.28288 0.2 -0.3 -0.1
C 0.97232 -2.80731 -1.78790 0.1 0.0 -0.2
O 1.55865 -3.60144 -2.49263 0.0 -0.1 0.1
C 0.68373 -3.04449 -0.35975 -0.1 -0.1 0.4
C 1.10080 -4.24783 0.20722 -0.1 0.2 -0.1
C 0.85781 -4.51783 1.53726 0.0 0.0 0.0
C 0.19340 -3.58348 2.32101 0.0 0.0 -0.1
C -0.23052 -2.38410 1.78240 0.0 0.1 -0.1
C 0.01020 -2.11066 0.44042 0.3 -0.7 0.2
N -0.38677 -0.93526 -0.17690 -0.1 0.6 -0.8
C -1.05813 0.20615 0.20763 -0.2 0.4 -0.1
S -1.66961 0.52645 1.80131 -0.2 0.0 0.4
C -2.53775 2.10388 1.49694 -0.1 -0.3 0.1
C -1.97949 3.19860 2.38711 -0.2 -0.1 -0.1
O -2.69033 3.73541 3.20580 0.0 -0.1 0.0
C -0.54932 3.54136 2.23313 0.5 0.4 0.2
C 0.09140 4.12642 3.32727 -0.2 -0.1 -0.1
C 1.42593 4.47215 3.25617 0.0 0.0 0.0
C 2.13492 4.25017 2.08594 0.0 0.0 0.0
C 1.50203 3.68669 0.98955 0.1 0.0 -0.1
C 0.16726 3.33067 1.05571 -0.2 0.0 0.1
N -1.17122 1.02179 -0.80233 -0.4 0.1 1.0
N -0.59200 0.46262 -1.88168 0.6 -0.7 -1.1
C -0.12796 -0.69692 -1.51327 -0.4 0.6 0.6
H -1.58599 -2.54338 -5.93086 -0.2 0.0 -0.1
H 0.14189 -3.07917 -5.64255 0.2 -0.1 0.0
H -1.33485 -0.80993 -4.20778 -0.2 0.0 -0.1
H 1.04096 -0.21566 -3.74358 0.1 -0.1 0.0
H 1.53428 -1.91881 -4.05444 -0.1 0.2 0.1
H 1.61569 -4.95027 -0.43016 0.0 0.0 0.0
H 1.18335 -5.45151 1.96852 0.0 -0.1 0.0
H 0.00254 -3.78959 3.36288 0.0 0.0 0.1
H -0.74536 -1.66218 2.39517 0.0 0.0 0.1
H -2.41118 2.31731 0.43657 -0.1 0.1 0.0
H -3.58927 1.94594 1.73852 0.1 0.1 -0.1
H -0.47965 4.29302 4.22852 0.0 0.0 0.1
H 1.91449 4.91750 4.10996 0.0 0.0 0.1
H 3.17850 4.52218 2.02607 0.1 0.0 0.0
H 2.05024 3.52613 0.07293 0.0 0.0 -0.1
H -0.30976 2.91101 0.18298 0.0 -0.1 0.0
```
Forces are in eV/Å.

Its HOMO-LUMO gap is 8.539 eV. The value obtained for the energy is -1539.43793 Ha. As for the SMILES: C=CCn1c(=O)c2ccccc2n2c(SCC(=O)c3ccccc3)nnc12.

Quick rundown of LUMO energy, same order as above: -0.28 0.04 eV
Quick rundown of max |F|, same order as above: 6.60 1.48 eV/Å
Quick rundown of energy above the lowest of the compared OMol25 structures with the same formula, charge and spin, same order as above: 439.50 0.00 kJ/mol